[1]
C57H39Cl4N9S3Tl | ωB97M-V/def2-TZVPD

Properties
gap between HOMO and LUMO: 5.57 eV
HOMO: -4.87 eV
energy relative to the best compared isomer or geometry (same formula, charge and spin): 0.0 kcal/mol

```
! RIJCOSX wB97M-V def2-TZVPD def2/J DEFGRID3
* xyz -1 1
Tl 0.24728 -0.08943 -0.19581
Cl -8.99918 -2.46169 -0.32211
C -7.30343 -2.15705 -0.07141
C -6.84240 -1.86210 1.19982
C -5.49391 -1.59583 1.38814
C -4.59428 -1.59722 0.32112
C -5.08561 -1.94671 -0.93912
C -6.42888 -2.22459 -1.14170
C -3.14923 -1.26180 0.49785
C -2.79552 -0.05189 1.09774
C -3.71303 0.83353 1.77913
C -2.96473 1.67974 2.51991
C -1.57412 1.38646 2.23956
C -0.48665 2.01184 2.86352
C -0.72435 2.86703 4.06300
C -0.09307 2.51864 5.26145
C -0.27864 3.25189 6.42202
C -1.11535 4.35616 6.39587
Cl -1.38361 5.26940 7.85409
C -1.73978 4.73919 5.22426
C -1.53688 3.99946 4.06800
C 0.85762 1.81679 2.50003
N 1.34478 0.86796 1.66802
C 2.70432 1.03897 1.61710
C 3.60605 0.13831 1.05459
C 5.04869 0.51924 0.99482
C 5.82662 0.62143 2.14430
C 7.16104 0.99480 2.06942
C 7.71438 1.27034 0.83056
Cl 9.39051 1.74192 0.73339
C 6.96292 1.17459 -0.32815
C 5.63110 0.79318 -0.24145
C 3.25998 -1.13141 0.56607
C 4.20786 -2.14558 0.16644
C 3.48340 -3.23107 -0.18909
C 2.09188 -2.87668 -0.00640
N 1.99864 -1.60233 0.45026
C 1.00195 -3.70253 -0.30132
C -0.35245 -3.35767 -0.19005
C -1.42871 -4.30595 -0.35222
C -2.58463 -3.63188 -0.15402
C -2.22349 -2.26249 0.13550
N -0.87514 -2.13396 0.12480
C 1.30409 -5.05800 -0.84408
C 0.92734 -5.37992 -2.14712
C 1.21608 -6.62550 -2.68474
C 1.88029 -7.55884 -1.90773
Cl 2.23353 -9.13204 -2.56883
C 2.27070 -7.26331 -0.61293
C 1.98328 -6.01120 -0.08967
C 3.07044 2.21572 2.37306
C 1.93702 2.67427 2.94893
N -1.50933 0.37030 1.32745
H -7.53213 -1.84240 2.03344
H -5.13027 -1.40415 2.38946
H -4.40394 -2.00136 -1.77846
H -6.79491 -2.48671 -2.12558
H -4.78797 0.80773 1.71570
H -3.33008 2.43306 3.19522
H 0.54467 1.64398 5.27887
H 0.21568 2.96695 7.34061
H -2.37675 5.61410 5.21515
H -1.99775 4.33702 3.14844
H 5.38246 0.40259 3.10777
H 7.76776 1.06941 2.96172
H 7.40775 1.39986 -1.28815
H 5.02712 0.72352 -1.13955
H 5.28044 -2.02947 0.16931
H 3.85004 -4.17219 -0.56471
H -1.30648 -5.35881 -0.54882
H -3.58573 -4.03139 -0.15776
H 0.43291 -4.63085 -2.75412
H 0.93719 -6.86201 -3.70251
H 2.79557 -8.00364 -0.02405
H 2.28360 -5.77020 0.92291
H 4.06704 2.61898 2.45447
H 1.82030 3.54811 3.57123
S 2.17526 0.94985 -1.78393
C 1.88841 -0.28034 -2.95364
S 0.67739 -1.44669 -2.63853
C 2.64108 -0.30610 -4.12643
C 3.71224 0.60855 -4.34344
N 4.58500 1.34194 -4.52730
C 2.35029 -1.23266 -5.17293
N 2.10063 -1.96566 -6.02878
S 0.23534 5.60444 1.06620
C 1.70092 5.19109 0.28363
C 1.59030 3.96575 -0.28534
N 0.37052 3.34529 -0.12245
C -0.43042 4.09874 0.56378
H 2.55062 5.85423 0.28843
H 2.36961 3.46573 -0.84290
H -1.44344 3.83049 0.83447
C -0.82048 1.75123 -3.11144
C -1.77494 2.47378 -4.09824
N -3.15888 2.04351 -3.87605
C -3.18144 0.57675 -3.88245
C -2.43281 0.03127 -2.64372
N -1.60727 1.09761 -2.04631
C -2.52286 2.10747 -1.48635
C -3.57826 2.50489 -2.55212
H -0.12291 2.44305 -2.64396
H -0.24494 0.98283 -3.62298
H -1.50137 2.25027 -5.13045
H -1.73425 3.55857 -3.97108
H -2.71335 0.23697 -4.80794
H -4.22272 0.24281 -3.88640
H -1.79571 -0.81305 -2.90096
H -3.13575 -0.28370 -1.87471
H -1.91719 2.96307 -1.19660
H -3.00228 1.70338 -0.59563
H -3.71078 3.58885 -2.58495
H -4.54757 2.05124 -2.33135
*
```

=====

[2]
C5H15N2S | ωB97M-V/def2-TZVPD

Properties
gap between HOMO and LUMO: 8.59 eV
HOMO: -11.94 eV
energy relative to the best compared isomer or geometry (same formula, charge and spin): 66.7 kcal/mol

```
! RIJCOSX wB97M-V def2-TZVPD def2/J DEFGRID3
* xyz 1 1
C -1.24292 -0.26850 -0.46019
N 0.15356 0.06856 -0.51661
C 1.02849 -1.15521 -0.45156
C 2.01789 -0.99739 0.69909
C 1.41682 -0.83925 2.16304
S 0.57847 0.72371 2.48350
C -1.95335 0.58003 -1.61311
N -1.25487 2.06333 -1.74829
H -1.74026 -1.30343 -0.58762
H -1.80240 -0.17314 0.52816
H 0.43157 0.62162 0.24504
H 1.55131 -1.50545 -1.41156
H 0.53065 -2.06971 -0.22175
H 2.65617 -1.97532 0.81799
H 2.75553 -0.17823 0.47088
H 0.76856 -1.67114 2.34035
H 2.15765 -0.67502 3.05708
H -0.05802 0.67756 3.72579
H -2.98028 0.76503 -1.43530
H -1.77875 0.16936 -2.70567
H -0.24626 2.09151 -1.95772
H -1.72490 2.49576 -2.59339
H -1.26466 2.55533 -0.82816
*
```

=====

[3]
C7H15NO2S | ωB97M-V/def2-TZVPD

Properties
gap between HOMO and LUMO: 9.98 eV
HOMO: -9.40 eV
energy relative to the best compared isomer or geometry (same formula, charge and spin): 103.9 kcal/mol

```
! RIJCOSX wB97M-V def2-TZVPD def2/J DEFGRID3
* xyz 0 1
C -1.07656 -3.46663 -0.26817
C -1.03955 -1.87269 -0.11232
C -0.53488 -1.05189 -1.37013
C -0.00818 1.25000 -0.47890
C -0.54065 1.59254 0.86905
C 0.51486 2.23251 1.82532
C 1.41962 0.79183 -0.37255
H -1.26370 -3.90258 0.66426
H -2.24160 -3.70917 -0.75547
H -0.17069 -3.90731 -0.99282
H -2.25229 -1.34711 -0.27226
H -0.50439 -1.62010 0.81182
H 0.57765 -1.32940 -1.29997
H -1.16394 -1.51953 -2.11746
H -0.59163 0.58994 -2.33398
H -0.14346 2.18957 -0.91431
H -1.06701 0.81885 1.42480
H -1.30402 2.35665 0.72585
H 0.46776 3.23087 1.42671
H 0.15767 1.85976 2.80439
H 1.89000 1.25427 -1.18489
H 1.72828 -0.30376 -0.34655
N -0.73437 0.31815 -1.44769
O 2.82793 2.97751 0.68005
O 2.95288 0.87494 1.98850
S 2.10027 1.69279 1.04672
*
```

=====

[4]
C29H25N2O8S2 | ωB97M-V/def2-TZVPD

Properties
gap between HOMO and LUMO: 5.10 eV
HOMO: -4.32 eV

```
! RIJCOSX wB97M-V def2-TZVPD def2/J DEFGRID3
* xyz -1 1
C 7.15850 -3.03089 -3.06847
C 7.03496 -3.68398 -1.83970
C 5.86687 -3.54703 -1.07668
C 4.80362 -2.75764 -1.54824
C 3.54145 -2.56663 -0.73988
O 3.67543 -1.25163 -0.12269
C 2.70012 -0.87893 0.75520
N 3.17739 0.28278 1.40431
N 2.31091 0.86305 2.20728
C 2.56507 2.28622 2.13765
O 3.49809 2.82770 1.59070
O 1.58022 2.92421 2.78235
C 1.64582 4.37613 2.63875
C 0.67669 4.90837 3.64728
C -0.39813 5.74847 3.30657
C -1.36577 6.05808 4.27119
C -1.25307 5.54489 5.56897
C -0.15014 4.75406 5.91775
C 0.82296 4.45969 4.96339
O 1.61617 -1.39626 0.93754
C 4.94526 -2.08006 -2.76367
C 6.11133 -2.22154 -3.52450
H 8.06239 -3.14632 -3.66702
H 7.85012 -4.30461 -1.46456
H 5.74830 -4.05095 -0.11358
H 2.65368 -2.56858 -1.39810
H 3.45909 -3.33591 0.04274
H 2.68442 4.66958 2.85155
H 1.37310 4.66349 1.61557
H -0.46787 6.12231 2.28098
H -2.21106 6.69734 4.00193
H -2.01653 5.76142 6.31782
H -0.03227 4.34875 6.92343
H 1.69438 3.84993 5.21825
H 4.11497 -1.45284 -3.10307
H 6.19523 -1.69121 -4.47153
C -1.72893 -0.59229 3.41398
C -0.94804 -1.74724 3.32756
C 0.44921 -1.67277 3.38643
C 1.02218 -0.41795 3.52753
S 3.00529 -0.29242 3.83049
C 2.41439 -0.28648 5.38430
S 3.70043 -0.49159 6.58196
C 4.94974 0.81284 6.46534
C 5.91482 0.73835 5.45598
C 6.64021 1.87050 5.08850
C 6.40418 3.07930 5.75456
C 5.48293 3.13688 6.81234
C 4.77120 1.98967 7.18765
O 3.05507 -0.37441 7.87234
O 4.45036 -1.69129 6.24432
O 3.42390 -1.59453 3.30844
O 4.00981 0.79697 3.87676
C 0.26345 0.71734 3.80245
C -1.11904 0.64072 3.65474
H -2.81346 -0.65196 3.31303
H -1.43597 -2.70915 3.19386
H 1.06337 -2.57251 3.31558
H 1.60398 -0.99440 5.62812
H 6.05621 -0.18800 4.90080
H 7.32240 1.79671 4.23249
H 6.92041 3.98516 5.42581
H 5.28336 4.08116 7.33125
H 4.01954 2.00492 7.97725
H 0.72329 1.65561 4.09453
H -1.71411 1.55063 3.72688
*
```

=====

[5]
C15H18AuB2N10 | ωB97M-V/def2-TZVPD

Properties
gap between HOMO and LUMO (spin up / spin down): 9.21 / 4.18 eV
HOMO (spin up / spin down): -11.29 / -11.28 eV
energy relative to the best compared isomer or geometry (same formula, charge and spin): 24.3 kcal/mol

```
! RIJCOSX wB97M-V def2-TZVPD def2/J DEFGRID3
* xyz 1 3
Au 0.13997 0.03377 -0.01298
C -0.79471 4.14655 -1.12877
C 0.04790 3.23619 -0.50226
N -0.37638 2.00269 -0.75529
N -1.45922 2.07875 -1.53220
C -1.73650 3.36482 -1.77023
B -2.15782 0.84039 -2.12386
N -2.82336 0.05095 -0.98663
C -4.11166 -0.28191 -0.82811
C -4.23657 -0.99402 0.34906
C -2.94459 -1.05349 0.86220
N -2.12359 -0.41978 0.04080
N -1.06546 -0.03329 -2.76797
C -1.01814 -0.48772 -4.02447
C 0.18939 -1.13138 -4.21707
C 0.84222 -1.02380 -2.99492
N 0.06519 -0.36582 -2.14122
H -0.72009 5.21337 -1.12688
H 0.92753 3.41081 0.08441
H -2.57598 3.64931 -2.37143
H -2.95217 1.16461 -2.93102
H -4.85026 0.00207 -1.54890
H -5.12511 -1.40941 0.77586
H -2.58016 -1.51028 1.75909
H -1.83347 -0.33281 -4.70157
H 0.54948 -1.59523 -5.11079
H 1.81765 -1.36306 -2.70902
B 0.79315 -1.70679 3.16957
N 0.84011 -2.43999 1.84538
C 0.97788 -3.78049 1.79416
C 0.90600 -4.18784 0.48135
C 0.72571 -3.00400 -0.23616
N 0.70626 -1.97175 0.60203
N 0.42933 -0.23721 3.13435
C 0.18919 0.44990 4.26956
C -0.19745 1.73027 3.94433
C -0.16169 1.75579 2.54901
N 0.23213 0.57141 2.09023
H 1.83864 -1.84411 3.73735
H -0.00755 -2.26272 3.86453
H 1.11725 -4.36352 2.68067
H 0.97546 -5.18506 0.09966
H 0.61605 -2.86311 -1.29211
H 0.30413 -0.00211 5.23282
H -0.46187 2.52446 4.61086
H -0.39496 2.55975 1.88114
*
```